[1]
Here is a structure of composition C55H77BrN10O4PSSbSiTeV at a distorted geometry from the OMol25 dataset. Energies are from ωB97M-V/def2-TZVPD.

Each line ends with the Mulliken charge.
CARTESIAN COORDINATES (ANGSTROEM)
1 V 1.3030 0.5890 0.6226  0.200
2 Br 3.4072 5.0335 -6.5205  -0.285
3 C 4.2078 5.1819 -4.7928  0.113
4 C 4.2731 6.4210 -4.1730  -0.464
5 C 4.8613 6.5257 -2.9298  -0.028
6 C 5.3955 5.4047 -2.2591  -0.364
7 C 5.2892 4.1584 -2.9160  0.159
8 C 4.7142 4.0531 -4.1666  -0.429
9 N 6.0672 5.6403 -1.0849  -0.912
10 N 6.3301 4.6571 -0.2408  -0.646
11 C 5.4556 3.6418 0.0237  0.216
12 C 6.0060 2.4759 0.5708  -0.261
13 C 5.2647 1.3245 0.8546  -0.881
14 C 3.9069 1.3098 0.6354  0.642
15 O 3.0910 0.2414 0.8398  -0.867
16 C 3.2947 2.4905 0.1751  -0.875
17 N 1.9457 2.3870 -0.0125  1.880
18 C 1.2686 3.4465 -0.3952  -0.378
19 C 1.8748 4.6890 -0.5757  -1.357
20 C 3.2383 4.7979 -0.4274  -0.793
21 C 4.0136 3.6704 -0.1128  0.986
22 H 3.8601 7.2958 -4.6600  0.372
23 H 4.9199 7.4870 -2.4346  0.436
24 H 5.6708 3.2699 -2.4334  0.256
25 H 4.6500 3.0876 -4.6503  0.396
26 H 7.0769 2.4778 0.7258  0.366
27 H 5.7478 0.4341 1.2376  0.529
28 H 0.2098 3.2918 -0.5665  -0.001
29 H 1.2716 5.5474 -0.8354  0.512
30 H 3.7224 5.7565 -0.5443  0.700
31 N -3.3124 3.3728 7.5776  -0.601
32 C -2.3519 3.1688 6.5756  0.502
33 C -2.7300 2.6835 5.3248  -0.704
34 C -1.7959 2.5408 4.3135  0.902
35 C -0.4716 2.8708 4.5478  -0.510
36 C -0.0802 3.3476 5.7872  -1.070
37 C -1.0179 3.4983 6.7967  -0.860
38 S 0.7456 2.7738 3.2617  1.859
39 O 2.0257 2.6075 3.8955  -0.874
40 O 0.5379 3.9441 2.4425  -0.869
41 N 0.3253 1.4934 2.3490  0.955
42 C 0.4708 0.2746 2.9904  0.140
43 N 0.7204 -0.7571 2.1435  0.967
44 C 1.0392 -1.9262 2.6966  0.019
45 C 1.0375 -2.1138 4.0668  -1.482
46 C 0.6763 -1.0215 4.8347  -0.628
47 N 0.3930 0.1669 4.3167  -0.458
48 H -4.1320 2.7928 7.4832  0.239
49 H -2.9420 3.3367 8.5150  0.222
50 H -3.7647 2.4095 5.1503  0.121
51 H -2.0880 2.1711 3.3383  -0.104
52 H 0.9610 3.5793 5.9582  0.611
53 H -0.7108 3.8634 7.7698  0.293
54 H 1.3211 -2.7206 2.0112  0.368
55 H 1.3177 -3.0657 4.4918  0.477
56 H 0.6215 -1.0909 5.9174  0.453
57 O -1.4900 1.0585 0.1085  0.805
58 P -2.9012 1.3608 0.4118  -2.318
59 N -3.7867 1.4880 -0.9944  1.189
60 C -3.1097 1.3118 -2.2940  0.748
61 C -4.2560 1.1769 -3.2981  -0.895
62 C -5.4291 1.8581 -2.6010  -0.920
63 C -5.2300 1.4130 -1.1579  -0.456
64 N -3.5790 0.1792 1.3669  1.151
65 C -2.6605 -0.6328 2.1919  0.757
66 C -3.5814 -1.3993 3.1485  -0.846
67 C -4.9498 -1.3212 2.4774  -0.634
68 C -4.9246 0.0953 1.9204  -0.414
69 N -3.0444 2.7955 1.2486  0.578
70 C -4.2866 3.3154 1.8340  0.060
71 C -4.3416 4.7732 1.3858  -0.825
72 C -2.8648 5.1461 1.3363  -0.812
73 C -2.2386 3.9110 0.7055  0.634
74 H -2.4556 0.4422 -2.2823  -0.608
75 H -2.4902 2.1853 -2.5120  0.262
76 H -4.4887 0.1227 -3.4632  0.099
77 H -4.0068 1.6217 -4.2601  0.464
78 H -6.4043 1.5784 -3.0003  0.444
79 H -5.3216 2.9439 -2.6607  0.323
80 H -5.6042 0.3850 -1.0306  0.175
81 H -5.7591 2.0540 -0.4498  0.259
82 H -1.9475 -0.0115 2.7339  -0.375
83 H -2.0873 -1.2987 1.5485  -0.676
84 H -3.6198 -0.8923 4.1153  0.309
85 H -3.2330 -2.4178 3.3144  0.447
86 H -5.7840 -1.5029 3.1564  0.416
87 H -5.0054 -2.0299 1.6481  0.117
88 H -5.0786 0.8106 2.7414  0.129
89 H -5.6858 0.2774 1.1634  0.258
90 H -4.2304 3.2649 2.9281  -0.188
91 H -5.1670 2.7524 1.5243  0.314
92 H -4.9361 5.3918 2.0591  0.440
93 H -4.7711 4.8361 0.3815  0.278
94 H -2.4684 5.2796 2.3451  0.247
95 H -2.6609 6.0495 0.7635  0.494
96 H -1.1922 3.7880 0.9712  -1.089
97 H -2.3313 3.9542 -0.3882  0.354
98 C -4.6183 -2.6545 -2.3281  -0.947
99 C -3.7056 -3.3738 -1.3397  -1.007
100 Sb -1.7555 -2.4142 -1.2602  -0.732
101 C -0.8834 -3.6913 0.2537  1.320
102 C -1.7132 -4.8808 0.7138  -1.699
103 C -1.0164 -3.4882 -2.9895  -0.488
104 C -0.8155 -4.9883 -2.8297  -1.128
105 H -5.5911 -3.1450 -2.4306  0.432
106 H -4.1729 -2.6096 -3.3246  0.279
107 H -4.7990 -1.6233 -2.0111  -0.169
108 H -3.5713 -4.4187 -1.6225  0.527
109 H -4.1465 -3.3611 -0.3409  0.360
110 H -0.6641 -3.0378 1.0974  -0.613
111 H 0.0890 -4.0022 -0.1353  -0.235
112 H -2.6512 -4.5669 1.1773  0.330
113 H -1.1648 -5.4729 1.4514  0.471
114 H -1.9692 -5.5447 -0.1126  0.257
115 H -0.0782 -3.0073 -3.2617  0.265
116 H -1.7264 -3.2687 -3.7923  0.620
117 H -0.1171 -5.2174 -2.0257  0.143
118 H -0.4003 -5.4269 -3.7404  0.438
119 H -1.7536 -5.5057 -2.6173  0.207
120 C 3.6456 -8.8597 -3.3723  -1.459
121 C 3.6329 -7.6611 -2.4604  0.844
122 C 4.3951 -6.5367 -2.7286  -0.906
123 C 4.3834 -5.4134 -1.9040  0.907
124 C 5.2476 -4.2501 -2.3079  -1.693
125 C 3.5721 -5.3822 -0.7582  -0.649
126 Te 3.3926 -3.5989 0.3991  -0.012
127 C 2.8190 -6.5379 -0.4647  1.255
128 C 1.9313 -6.6253 0.7472  -1.663
129 C 2.8572 -7.6408 -1.3093  -0.879
130 H 4.3557 -8.7202 -4.1885  0.345
131 H 2.6617 -9.0374 -3.8148  0.282
132 H 3.9274 -9.7694 -2.8361  0.329
133 H 5.0230 -6.5214 -3.6162  0.263
134 H 6.1619 -4.6059 -2.7885  0.444
135 H 5.5040 -3.6330 -1.4485  0.355
136 H 4.7216 -3.6029 -3.0147  0.193
137 H 2.2939 -5.9718 1.5386  0.327
138 H 1.8815 -7.6548 1.1097  0.510
139 H 0.9134 -6.3039 0.5113  0.081
140 H 2.2547 -8.5110 -1.0587  0.318
141 C 2.7484 1.3309 -2.6862  -1.393
142 Si 1.4741 0.1165 -1.9296  0.801
143 C 2.2056 -1.5036 -2.6112  -0.884
144 C 0.0295 0.4954 -3.1287  -0.522
145 H 2.8768 1.0497 -3.7364  0.542
146 H 3.7259 1.2675 -2.2059  0.240
147 H 2.4427 2.3773 -2.6587  0.350
148 H 2.1026 -1.4836 -3.7003  0.412
149 H 1.7748 -2.4246 -2.2225  0.026
150 H 3.2642 -1.5455 -2.3538  0.184
151 H 0.4652 0.5689 -4.1289  0.644
152 H -0.4390 1.4519 -2.8971  0.029
153 H -0.7523 -0.2650 -3.1534  -0.134

Properties
LUMO energy (spin up / spin down) = 0.117 / 0.117 Ha
Total energy = -218942.29447 eV
Net charge = -2
HOMO-LUMO gap (spin up / spin down) = 4.0222 / 4.6637 eV
Multiplicity = 4
F_max = 0.023 Eh/bohr
Energy above the lowest of the compared OMol25 structures with the same formula, charge and spin = 2.7 kcal per mole

***

[2]
Here is a structure of composition C55H79BN7NaO2S3 at a distorted geometry from the OMol25 dataset. Energies are from ωB97M-V/def2-TZVPD.

Each line ends with the Mulliken charge.
CARTESIAN COORDINATES (ANGSTROEM)
1 Na 0.0173 -0.0999 0.1786  1.169
2 C 3.8581 -0.8503 2.5162  -1.974
3 C 3.2056 0.4801 2.7198  0.134
4 C 3.3176 1.1666 3.8729  -1.063
5 C 2.6688 2.4294 4.0419  -0.551
6 N 1.8390 2.8768 3.1555  -0.223
7 N 1.6891 2.1756 2.0025  1.256
8 B 0.6728 2.7485 1.0178  -1.591
9 N -0.8158 2.3106 1.1183  -0.213
10 N -0.5203 3.5708 1.5227  0.277
11 C -1.3684 4.5388 1.6767  0.530
12 C -2.7279 4.1719 1.4933  -0.820
13 C -3.0938 2.9171 1.1403  0.422
14 C -4.5277 2.5897 0.8984  -2.108
15 C -2.0943 1.8608 0.9345  1.101
16 S -2.5264 0.3077 0.5645  -0.448
17 C -0.8790 5.9494 1.9511  2.058
18 C -2.0564 6.9194 2.0340  -2.472
19 C -0.1084 5.9575 3.2688  -1.370
20 C 0.0552 6.3695 0.8056  -1.493
21 N 1.3259 3.3173 -0.2425  0.777
22 N 2.5151 3.8423 0.1270  0.025
23 C 3.3588 4.2118 -0.7715  -0.289
24 C 3.0585 4.0377 -2.1552  -0.662
25 C 1.8470 3.5796 -2.5413  0.371
26 C 1.5142 3.3563 -3.9837  -1.801
27 C 0.8596 3.2663 -1.5224  1.443
28 S -0.7064 2.8140 -1.8911  -0.338
29 C 4.6978 4.7263 -0.2437  2.337
30 C 4.4604 5.6856 0.9272  -1.378
31 C 5.4964 3.5095 0.2545  -1.295
32 C 5.4860 5.4469 -1.3377  -2.179
33 C 2.4366 1.0870 1.6498  2.031
34 S 2.5409 0.5184 0.0710  -0.377
35 C 2.9891 3.2690 5.2726  2.140
36 C 2.2796 4.6158 5.2457  -1.773
37 C 4.5062 3.5155 5.2939  -1.802
38 C 2.5705 2.5167 6.5428  -1.796
39 H 4.3972 -1.1493 3.4163  0.446
40 H 3.1037 -1.6063 2.2801  0.201
41 H 4.5429 -0.8155 1.6682  0.388
42 H 3.9075 0.7571 4.6850  0.449
43 H -3.4892 4.9303 1.6042  0.548
44 H -5.1666 3.4444 1.1209  0.396
45 H -4.6558 2.2961 -0.1462  0.366
46 H -4.8284 1.7277 1.4941  0.384
47 H -2.7590 6.6380 2.8227  0.443
48 H -1.6741 7.9136 2.2707  0.435
49 H -2.5981 6.9864 1.0862  0.459
50 H -0.7704 5.7344 4.1109  0.468
51 H 0.6847 5.2151 3.2481  -0.254
52 H 0.3345 6.9443 3.4317  0.434
53 H -0.4408 6.2732 -0.1643  0.445
54 H 0.3494 7.4132 0.9435  0.498
55 H 0.9622 5.7609 0.7931  0.048
56 H 3.8020 4.2746 -2.9056  0.411
57 H 2.2597 3.8248 -4.6271  0.419
58 H 1.4886 2.2818 -4.1901  0.139
59 H 0.5228 3.7401 -4.2175  0.401
60 H 3.8850 5.1955 1.7149  -0.093
61 H 5.4200 6.0092 1.3401  0.482
62 H 3.9100 6.5737 0.6011  0.330
63 H 4.9578 3.0099 1.0644  0.010
64 H 5.6430 2.7806 -0.5476  0.344
65 H 6.4782 3.8245 0.6215  0.453
66 H 4.8930 6.2357 -1.8099  0.441
67 H 6.3724 5.9096 -0.8992  0.432
68 H 5.8264 4.7568 -2.1138  0.368
69 H 2.5089 5.1649 4.3307  0.222
70 H 1.1977 4.4912 5.3135  0.302
71 H 2.6117 5.2109 6.0999  0.492
72 H 4.8262 4.0390 4.3875  0.300
73 H 4.7650 4.1345 6.1567  0.468
74 H 5.0736 2.5845 5.3670  0.337
75 H 1.5001 2.2968 6.5270  0.272
76 H 3.1089 1.5731 6.6598  0.335
77 H 2.7834 3.1333 7.4209  0.532
78 C 1.0401 -7.0589 -2.3743  -1.521
79 C -0.3552 -6.4705 -2.1038  2.046
80 C -0.9265 -7.1129 -0.8349  -1.800
81 C -1.2790 -6.8341 -3.2767  -1.875
82 C -0.2181 -4.9539 -1.9455  -0.757
83 C -0.0370 -4.3705 -0.7386  -0.702
84 C 0.0912 -2.9462 -0.6248  -0.772
85 N 0.2484 -2.2531 0.4814  0.629
86 C 0.5267 -2.5943 1.7417  -1.602
87 C 1.0921 -3.8083 2.2159  0.090
88 C 1.2801 -4.0286 3.5466  -1.093
89 C 0.7835 -3.0381 4.4477  -0.122
90 C 0.2835 -1.8150 4.0869  -0.903
91 C 0.3107 -1.4707 2.6745  0.967
92 O 0.1563 -0.3096 2.2299  -0.354
93 C -0.2496 -0.8898 5.1952  2.691
94 C 0.8381 -0.6715 6.2568  -1.822
95 C -1.4599 -1.5766 5.8531  -1.934
96 C -0.7162 0.4911 4.7099  -2.338
97 C 1.9683 -5.3099 4.0297  2.079
98 C 3.3426 -5.4356 3.3534  -1.581
99 C 2.1846 -5.3155 5.5456  -2.224
100 C 1.1116 -6.5289 3.6569  -1.497
101 C -0.0492 -2.0746 -1.8228  1.105
102 O -0.0718 -0.8427 -1.6841  -0.459
103 C -0.1316 -2.7469 -3.1187  -0.727
104 C -0.2214 -4.1035 -3.1155  0.075
105 C -0.2444 -1.9520 -4.4287  2.470
106 C 0.2624 -2.7763 -5.6250  -2.074
107 C 0.5636 -0.6422 -4.4056  -1.976
108 C -1.7271 -1.6069 -4.6489  -1.717
109 H 0.9796 -8.1425 -2.5239  0.422
110 H 1.4812 -6.6135 -3.2704  0.334
111 H 1.7091 -6.8607 -1.5334  0.285
112 H -1.0901 -8.1799 -1.0048  0.477
113 H -0.2450 -7.0210 0.0141  0.198
114 H -1.8808 -6.6570 -0.5592  0.402
115 H -1.4735 -7.9097 -3.2694  0.467
116 H -2.2379 -6.3137 -3.2022  0.384
117 H -0.8321 -6.5951 -4.2444  0.371
118 H -0.0696 -4.9485 0.1735  0.912
119 H 1.4234 -4.5384 1.4858  1.080
120 H 0.8127 -3.2704 5.5066  0.329
121 H 1.1042 -1.6001 6.7679  0.351
122 H 1.7411 -0.2679 5.7929  0.188
123 H 0.4906 0.0385 7.0143  0.545
124 H -1.2031 -2.5643 6.2428  0.285
125 H -1.8322 -0.9681 6.6832  0.496
126 H -2.2681 -1.6994 5.1273  0.392
127 H 0.1105 1.0913 4.3243  0.309
128 H -1.4625 0.4106 3.9176  0.343
129 H -1.1638 1.0166 5.5612  0.646
130 H 3.9490 -4.5463 3.5457  0.284
131 H 3.8774 -6.3088 3.7388  0.454
132 H 3.2485 -5.5501 2.2713  0.301
133 H 2.7474 -4.4364 5.8728  0.415
134 H 1.2373 -5.3429 6.0915  0.382
135 H 2.7540 -6.2042 5.8284  0.461
136 H 0.9483 -6.5768 2.5772  0.182
137 H 1.6035 -7.4563 3.9681  0.470
138 H 0.1341 -6.4763 4.1432  0.310
139 H -0.3174 -4.5993 -4.0720  0.122
140 H 1.2575 -3.1843 -5.4286  0.397
141 H -0.4059 -3.6011 -5.8837  0.397
142 H 0.3259 -2.1307 -6.5039  0.453
143 H 1.6157 -0.8362 -4.1721  0.474
144 H 0.5114 -0.1832 -5.3981  0.534
145 H 0.1838 0.0637 -3.6701  0.176
146 H -2.3341 -2.5156 -4.6860  0.318
147 H -2.0972 -0.9769 -3.8352  0.303
148 H -1.8563 -1.0636 -5.5909  0.443

Properties
LUMO energy (spin up / spin down) = -0.024 / -0.024 Ha
Total energy = -110444.52810 eV
HOMO-LUMO gap (spin up / spin down) = 5.6133 / 5.6093 eV
Multiplicity = 1
F_max = 0.033 Eh/bohr
Energy above the lowest of the compared OMol25 structures with the same formula, charge and spin = 28.1 kcal per mole